(P)
21
Properties=species:S:1:pos:R:3 method="wB97M-V/def2-TZVPD" homo_lumo_gap_ev=6.587 charge=-1 lumo_ev=3.398
C -1.88447 0.92118 1.13416
S -1.20512 1.55008 2.68434
S 0.33510 0.22059 3.00678
C 1.60217 1.20811 2.11825
H -1.03692 0.64741 0.47540
H -2.49254 0.04449 1.31353
H -2.52418 1.73654 0.75846
H 1.54036 2.21078 2.64318
H 2.65251 0.78688 2.26898
H 1.34612 1.18446 1.01673
C 0.77979 -0.49128 -0.56792
O 0.36643 0.84818 -0.51868
C 0.66219 -1.01148 -1.99180
C -0.83117 -1.43789 -2.31085
H 0.16707 -1.16511 0.14748
H 1.80895 -0.62101 -0.21263
H 1.23607 -1.93426 -2.16486
H 0.96987 -0.21699 -2.69036
H -0.92426 -1.58252 -3.40151
H -1.44070 -0.57330 -1.99624
H -1.12727 -2.32485 -1.71246

(Q)
21
Properties=species:S:1:pos:R:3 method="wB97M-V/def2-TZVPD" homo_lumo_gap_ev=6.268 charge=-1 lumo_ev=3.301
C -1.84922 0.96070 0.31140
O -1.61801 0.04975 -0.67443
C -2.80481 2.08311 -0.13398
C -2.23600 2.84300 -1.32677
H -0.91920 1.45433 0.68354
H -2.30098 0.50378 1.22780
H -3.01741 2.76646 0.69758
H -3.74254 1.60191 -0.43090
H -2.89715 3.65293 -1.65270
H -2.10768 2.15167 -2.15762
H -1.27361 3.29597 -1.07522
C 1.79793 0.49110 -0.92198
S 2.15188 -0.30519 0.67338
S 1.53139 -2.24900 0.30233
C -0.23314 -2.20648 0.73865
H 2.29296 -0.06091 -1.71906
H 0.70236 0.50418 -1.05015
H 2.21631 1.49866 -0.88554
H -0.74891 -1.36362 0.21198
H -0.63101 -3.18302 0.45629
H -0.31961 -2.09374 1.82082

Result of the stability comparison: (Q) is the most stable of them.

(P)
101
Properties=species:S:1:pos:R:3 method="wB97M-V/def2-TZVPD" smiles="C[C@H]1COC(=O)O1.C[C@H]1COC(=O)O1.C[C@H]1COC(=O)O1.C[C@H]1COC(=O)O1.C[C@H]1COC(=O)O1.C[C@H]1COC(=O)O1.C[C@H]1COC(=O)O1.O=C1OCCO1" homo_lumo_gap_ev=11.074 charge=0 lumo_ev=0.299
C 6.50613 0.17198 1.80630
C 6.03654 0.93557 0.59552
C 6.32482 0.27236 -0.76045
O 5.15112 0.60261 -1.52457
C 4.19816 1.09567 -0.69809
O 3.13796 1.49782 -1.04234
O 4.60660 0.99162 0.59409
H 6.25752 0.74426 2.70000
H 7.59672 0.10942 1.81941
H 6.05685 -0.81772 1.79438
H 6.43165 1.95189 0.50123
H 6.47330 -0.80524 -0.67624
H 7.16599 0.70619 -1.29609
C -0.84979 -4.93200 -2.94061
C 0.17685 -4.53441 -1.91248
C -0.44405 -4.23755 -0.53248
O -0.06242 -5.38282 0.25372
C 0.92283 -6.05588 -0.37064
O 1.55984 -6.93079 0.11934
O 1.05992 -5.62640 -1.64302
H -1.65802 -5.56313 -2.58594
H -0.36570 -5.30322 -3.84796
H -1.28686 -4.00544 -3.34018
H 0.75993 -3.67610 -2.23180
H -1.50684 -4.02515 -0.53381
H 0.08002 -3.39992 -0.06726
C -2.13525 -0.42468 4.68045
C -2.34338 -1.63225 5.56980
C -1.79393 -2.97731 5.05022
O -1.04446 -3.47785 6.15332
C -0.91511 -2.53542 7.10864
O -0.24643 -2.62210 8.08255
O -1.66238 -1.43604 6.79772
H -2.27911 0.50696 5.22219
H -2.80497 -0.49676 3.82409
H -1.08577 -0.44776 4.37041
H -3.42335 -1.78288 5.68468
H -1.17033 -2.85839 4.16220
H -2.60351 -3.66923 4.83580
C 4.58290 -3.71081 -3.37214
C 4.22177 -4.01285 -1.94546
C 5.30709 -3.54438 -0.93800
O 4.58530 -2.78127 0.01662
C 3.33364 -2.51849 -0.44548
O 2.56305 -1.77839 0.06783
O 3.08160 -3.25473 -1.54993
H 3.82134 -4.07760 -4.06380
H 5.51247 -4.18893 -3.69037
H 4.70389 -2.63950 -3.54357
H 4.03345 -5.07238 -1.77316
H 6.04201 -2.91232 -1.43911
H 5.79795 -4.39858 -0.47942
C -3.51200 0.54133 -3.10861
C -2.91591 0.31152 -4.47022
C -3.82680 0.53831 -5.69593
O -3.22674 1.61675 -6.39299
C -2.05297 1.97362 -5.81260
O -1.38049 2.88110 -6.17497
O -1.88029 1.28953 -4.66803
H -4.19638 -0.25739 -2.81846
H -3.98824 1.52008 -3.05766
H -2.72397 0.48185 -2.35526
H -2.45957 -0.67903 -4.50337
H -4.83028 0.80546 -5.36559
H -3.86376 -0.34985 -6.32266
C -4.95830 2.68903 3.23898
C -4.85722 3.82329 4.21970
C -3.66055 3.78068 5.20284
O -2.92092 4.94566 4.93480
C -3.55462 5.69945 4.00151
O -3.18225 6.75939 3.63613
O -4.64536 5.06127 3.53925
H -5.16894 1.74779 3.75068
H -4.03296 2.51792 2.68163
H -5.73212 2.89002 2.49925
H -5.76742 3.87603 4.81949
H -3.02193 2.89931 5.08125
H -4.01885 3.68182 6.23053
C -2.02093 4.58642 -3.19440
C -0.67296 3.94223 -3.00234
C 0.51372 4.89824 -3.17386
O 1.35232 4.61905 -2.05456
C 0.64239 3.93094 -1.12438
O 1.06065 3.69571 -0.03498
O -0.55418 3.58710 -1.58877
H -2.05452 5.48562 -2.58611
H -2.82403 3.87766 -2.99788
H -2.14283 4.81630 -4.25735
H -0.51373 2.99071 -3.50154
H 0.18564 5.93904 -3.16232
H 1.05212 4.68985 -4.09523
O -1.78247 -1.25175 -0.56089
C -1.23371 -0.38847 0.05170
O -1.86761 0.75529 0.42475
C -1.04181 1.54153 1.27386
C 0.30687 0.76564 1.25586
O 0.05240 -0.34495 0.39505
H -0.79762 2.51995 0.87212
H -1.41625 1.50070 2.29401
H 0.58996 0.41195 2.24809
H 1.13788 1.34661 0.86338

(Q)
101
Properties=species:S:1:pos:R:3 method="wB97M-V/def2-TZVPD" homo_lumo_gap_ev=8.435 charge=0 lumo_ev=0.038
C 3.42476 2.20075 0.57163
C 3.56596 0.74385 0.76467
O 4.11991 0.19253 -0.48930
C 4.22754 1.19099 -1.36907
O 4.56604 1.12614 -2.52543
O 3.64866 2.27757 -0.81302
H 4.18557 2.71384 1.15985
H 2.43646 2.52815 0.89441
H 2.58227 0.31672 0.95969
H 4.17281 0.67587 1.66756
C -3.45875 0.21184 -2.86058
C -3.55746 0.33307 -1.39931
C -2.59236 -0.49916 -0.66228
O -1.99689 0.45457 0.23909
C -2.53019 1.72710 0.05771
O -2.08433 2.60415 0.72375
O -3.26159 1.71249 -1.02265
H -2.50604 0.57445 -3.24652
H -4.33038 0.71553 -3.27849
H -3.52754 -0.82937 -3.17562
H -4.59502 0.01950 -1.28425
H -1.98432 -1.21608 -1.21401
H -3.09929 -1.10986 0.08483
C 3.45786 1.04605 4.63727
C 2.02201 0.87252 3.97710
C 1.91149 1.60613 2.66919
O 1.46073 0.65125 1.77531
C 1.66655 -0.53160 2.30581
O 1.57049 -1.58517 1.69458
O 2.10504 -0.42364 3.51552
H 3.66696 0.14494 5.21380
H 3.61833 1.97692 5.18117
H 4.21638 1.17487 3.86516
H 1.13291 1.02197 4.58970
H 2.78790 2.23420 2.50942
H 1.02899 2.24297 2.73026
C 0.03380 3.26031 -2.85509
C 0.98328 2.69545 -1.74865
C 2.33093 3.44189 -1.74389
O 2.46900 4.12964 -0.46569
C 1.32424 3.88432 0.22587
O 1.12726 4.41772 1.31815
O 0.46275 3.02323 -0.45620
H -0.11286 4.31418 -2.61857
H -1.00806 2.95904 -2.96385
H 0.52281 3.06489 -3.80944
H 1.18132 1.62388 -1.77386
H 2.43005 4.19266 -2.52787
H 3.09834 2.72744 -2.04172
C 0.18589 -4.28188 -0.46296
C -0.75759 -4.29814 0.70308
C 0.02565 -3.69686 1.89716
O -0.72576 -2.65058 2.34807
C -1.76828 -2.39668 1.52092
O -2.52261 -1.44701 1.56645
O -1.80099 -3.36967 0.58938
H -0.14402 -4.92651 -1.27764
H 1.23202 -4.56807 -0.35427
H 0.14507 -3.29453 -0.92293
H -1.09279 -5.33314 0.77022
H 0.91991 -3.10844 1.69187
H 0.27024 -4.43292 2.66297
C 0.19734 1.21027 0.50394
C 0.85720 -0.18109 0.23246
C -0.02055 -1.41692 0.22348
O 0.28744 -2.00497 -1.01003
C 1.09703 -1.30386 -1.80822
O 1.51822 -1.64977 -2.84962
O 1.35748 -0.03380 -1.10847
H -0.63983 1.46282 -0.14680
H 0.80136 2.11296 0.41215
H -0.00031 1.24331 1.57536
H 1.74152 -0.30277 0.85798
H -1.06758 -1.14134 0.09742
H 0.03405 -2.02343 1.12751
C -3.23494 -0.11612 2.37025
C -1.93516 -0.27327 3.16804
C -0.61453 -0.66790 2.43088
O 0.23844 0.32946 3.03027
C -0.46249 1.20490 3.62831
O -0.02177 2.29913 3.98339
O -1.72848 0.92134 3.71670
H -3.06061 0.67649 1.64260
H -3.86732 0.29760 3.15576
H -3.73101 -0.92189 1.82918
H -2.02480 -0.94293 4.02338
H -0.67212 -0.64567 1.34263
H -0.37408 -1.67674 2.76634
C -1.06218 -2.18081 -2.54203
C -1.16981 -1.50848 -3.93842
C -1.54802 -2.24766 -5.20198
O -2.49538 -1.44432 -5.84570
C -2.95595 -0.45004 -4.98226
O -3.85636 0.32853 -5.16660
O -2.32204 -0.69754 -3.76235
H -0.08062 -1.94559 -2.13057
H -1.21894 -3.25502 -2.64003
H -1.81082 -1.83758 -1.82800
H -0.38341 -0.76653 -4.07698
H -2.03587 -3.21264 -5.06448
H -0.59656 -2.26430 -5.73353

Result of the stability comparison: (P) is the most stable of them.

(P)
30
Properties=species:S:1:pos:R:3 method="wB97M-V/def2-TZVPD" homo_lumo_gap_ev=6.647 charge=0 lumo_ev=0.412
C -3.66950 0.20624 -0.30248
C -3.04785 0.23323 0.95672
C -2.85004 0.15621 -1.45582
C -1.66400 0.14719 1.02177
C -1.50910 -0.02446 -1.37986
C -0.80942 0.00295 -0.13421
C -0.15889 -2.68312 0.36841
C 2.12866 1.23974 -1.39850
C 1.34839 1.22883 1.89121
C 1.59630 -0.19882 -1.04495
C 0.59259 -0.31463 -0.03021
N 1.26587 -0.13667 1.35577
O 0.04519 -2.74081 1.48402
O -0.45072 -2.91663 -0.70526
O 2.72869 -1.07522 -0.62409
H -4.72497 0.11238 -0.41518
H -3.66533 0.33827 1.79695
H -3.30692 0.20235 -2.44601
H -1.15237 0.15607 1.92242
H -0.91124 0.05821 -2.32019
H 3.18696 1.35783 -0.87088
H 1.33500 2.04236 -1.02237
H 2.24661 1.39665 -2.42048
H 0.36418 1.65533 1.81467
H 1.62969 1.34021 2.90525
H 2.14371 1.77052 1.34147
H 1.16561 -0.70107 -1.94006
H 2.29896 -0.37728 1.02748
H 0.92777 -0.79748 2.06593
H 2.91615 -1.67836 -1.44150

(Q)
30
Properties=species:S:1:pos:R:3 method="wB97M-V/def2-TZVPD" smiles="CC[C@H]([N+](=O)[O-])[C@](C)(O)c1ccccc1" homo_lumo_gap_ev=9.541 charge=0 lumo_ev=0.331
C 0.85368 -2.30231 2.15277
C -0.19707 -1.39119 1.52431
C -0.03104 0.10196 1.77040
N -0.63730 0.60512 2.95576
O -0.13391 1.49674 3.60851
O -1.73637 0.12917 3.11071
C -0.80779 1.03725 0.50663
C -0.69008 2.50357 0.77807
O -2.08845 0.47051 0.56075
C -0.15940 0.51741 -0.77578
C 1.11294 0.85079 -1.19963
C 1.43199 0.81518 -2.56974
C 0.59733 0.19160 -3.52492
C -0.49779 -0.47122 -3.03717
C -0.96952 -0.08829 -1.79862
H 0.92727 -2.12026 3.24298
H 0.50881 -3.36912 1.98930
H 1.77214 -2.20713 1.52999
H -0.00509 -1.71670 0.45383
H -1.28539 -1.65626 1.89688
H 1.02881 0.37254 1.74492
H -0.37066 2.97465 -0.11449
H -0.03755 2.68620 1.55116
H -1.67953 2.80684 1.05970
H -2.67830 0.95911 1.07372
H 1.80078 1.13665 -0.41722
H 2.46784 1.11084 -2.93629
H 1.02527 -0.05764 -4.48476
H -1.07528 -1.05555 -3.77618
H -2.02758 -0.30526 -1.57938

Result of the stability comparison: (P) is the most stable of them.

(P)
16
Properties=species:S:1:pos:R:3 method="wB97M-V/def2-TZVPD" smiles=C#C[C@@]1(S)CC[C@H]1S homo_lumo_gap_ev=9.487 charge=0 lumo_ev=0.489
C -0.16822 -1.39729 2.40945
C -0.38304 -0.68164 1.45748
C -0.67131 -0.18842 0.14748
S -2.36617 -0.33578 -0.47766
C 0.00834 1.27788 0.18500
C 0.30053 1.04656 -1.45125
C 0.38023 -0.45761 -0.93020
S 1.91574 -0.89025 -0.07125
H -0.00934 -1.65165 3.35954
H -3.03456 0.12108 0.48218
H -0.58795 2.13769 0.77734
H 0.91597 1.06646 0.85476
H -0.59274 1.18844 -2.17836
H 1.40692 1.48562 -1.71475
H 0.04273 -1.33073 -1.55954
H 2.84287 -1.39037 -1.29021

(Q)
16
Properties=species:S:1:pos:R:3 method="wB97M-V/def2-TZVPD" smiles="C=C1CSC=CCS1" homo_lumo_gap_ev=8.586 charge=0 lumo_ev=0.681
C 2.05846 -0.78059 0.63806
C 1.01454 -0.61447 -0.24268
C -0.08180 -1.75044 -0.54608
S -1.56225 -0.83698 -1.04719
C -1.87368 0.18399 0.36116
C -1.24308 1.37242 0.27351
C -0.04672 1.82811 -0.36315
S 0.95996 0.71398 -1.44883
H 2.73581 -0.07233 0.77839
H 2.09301 -1.75352 1.16153
H 0.24802 -2.41774 -1.40237
H -0.21917 -2.38572 0.40233
H -2.75635 -0.02608 0.96566
H -1.70411 1.88755 1.09970
H 0.67461 2.06681 0.43698
H -0.29725 2.58500 -1.06700

Result of the stability comparison: (Q) is the most stable of them.